Entry 1:
One molecule with the formula C7H9NOS in a non-equilibrium geometry. Source: the Open Molecules 2025 dataset; level of theory: wB97M-V/def2-TZVPD.

The geometry in XYZ format:
```
19
Properties=species:S:1:pos:R:3
C -0.300 0.262 -3.126
C 0.631 -0.546 -2.618
C -2.173 0.457 -1.664
C 1.014 -0.282 0.076
C 0.495 -0.092 1.291
C 1.219 0.733 2.407
C -0.772 -0.712 1.719
N -1.484 0.706 -2.610
O -2.927 0.406 -0.796
S 0.167 -1.340 -1.093
H -0.271 0.850 -4.055
H 1.587 -0.846 -3.006
H 2.005 0.062 -0.176
H 1.260 0.040 3.265
H 0.694 1.616 2.667
H 2.237 1.048 2.137
H -0.863 -0.293 2.806
H -0.919 -1.748 1.678
H -1.598 -0.321 1.098
```

Values from the calculation:
total energy: -21775.955 eV
charge: 0
HOMO-LUMO gap: 9.12 eV
highest occupied orbital energy: -0.3079 Eh
structure (SMILES): CC(C)=CS/C=C\N=C=O
relative energy (zero: lowest compared OMol25 entry of this formula, charge and spin): 85.5 kJ/mol
lowest unoccupied orbital energy: 0.75 eV
M: 155.22 g mol⁻¹

Entry 2:
One molecule with the formula C7H9NOS2 in a non-equilibrium geometry. Source: the Open Molecules 2025 dataset; level of theory: wB97M-V/def2-TZVPD.

The geometry in XYZ format:
```
20
Properties=species:S:1:pos:R:3
C -0.564 -0.770 -0.032
C -1.380 1.298 -1.026
C -0.626 2.456 -1.647
C 1.699 -1.302 0.172
C 0.484 -1.558 0.651
C 0.471 1.520 0.520
C 0.208 -2.483 1.743
N -0.526 0.606 -0.051
O -1.412 -1.409 -0.665
S 0.699 2.928 -0.485
S 1.109 1.445 1.940
H -2.306 1.846 -0.591
H -1.596 0.487 -1.817
H -0.063 2.322 -2.600
H -1.096 3.344 -1.858
H 2.601 -1.858 0.407
H 1.865 -0.640 -0.639
H 0.519 -3.525 1.545
H -0.917 -2.344 1.841
H 0.830 -2.362 2.592
```

Values from the calculation:
total energy: -32611.182 eV
charge: 0
HOMO-LUMO gap: 8.54 eV
highest occupied orbital energy: -0.3205 Eh
structure (SMILES): C=C(C)C(=O)N1CCSC1=S
relative energy (zero: lowest compared OMol25 entry of this formula, charge and spin): 86.6 kJ/mol
lowest unoccupied orbital energy: -0.18 eV
M: 187.29 g mol⁻¹

Entry 3:
One molecule with the formula C7H9NS2 in a non-equilibrium geometry. Source: the Open Molecules 2025 dataset; level of theory: wB97M-V/def2-TZVPD.

The geometry in XYZ format:
```
19
Properties=species:S:1:pos:R:3
C -2.410 -0.249 0.499
C -1.138 -0.630 1.200
C -1.987 0.093 -0.801
C -0.125 -0.412 0.265
C 1.352 -0.520 0.503
C 0.007 0.242 -2.141
C 2.106 -1.482 1.411
N -0.649 -0.044 -0.906
S 2.384 -1.711 -0.288
S 3.500 -0.645 2.205
H -3.377 -0.218 1.037
H -1.262 -0.926 2.252
H -2.394 0.511 -1.703
H 1.811 0.426 0.462
H -0.535 0.891 -2.843
H 1.078 0.601 -2.016
H -0.025 -0.785 -2.778
H 1.705 -2.349 2.053
H 2.658 0.008 3.130
```

Values from the calculation:
total energy: -30563.341 eV
charge: 0
HOMO-LUMO gap: 9.01 eV
highest occupied orbital energy: -0.3048 Eh
structure (SMILES): Cn1cccc1[C@@H]1S[C@H]1S
relative energy (zero: lowest compared OMol25 entry of this formula, charge and spin): 67.7 kJ/mol
lowest unoccupied orbital energy: 0.72 eV
M: 171.29 g mol⁻¹

Entry 4:
One molecule with the formula C7H9O2P in a non-equilibrium geometry. Source: the Open Molecules 2025 dataset; level of theory: wB97M-V/def2-TZVPD.

The geometry in XYZ format:
```
19
Properties=species:S:1:pos:R:3
C 0.044 2.119 0.076
C 0.825 1.455 -0.910
C -0.321 1.472 1.221
C 0.718 0.135 -1.088
C -0.012 -0.012 1.376
C -0.253 -0.723 0.115
C -1.673 -0.957 -0.361
O 3.114 -0.890 -1.534
O 0.516 -1.971 0.069
P 1.735 -1.159 -1.922
H -0.171 3.203 0.058
H 1.685 1.919 -1.436
H -0.698 1.871 2.152
H 0.971 -0.129 1.816
H -0.510 -0.492 2.161
H -2.029 -0.131 -0.895
H -2.275 -1.163 0.513
H -1.641 -1.934 -0.969
H -0.026 -2.614 -0.444
```

Values from the calculation:
total energy: -20783.631 eV
2S+1: 3
expectation value of S²: 2.0097
charge: 0
HOMO-LUMO gap (alpha / beta): 6.55 / 6.81 eV
highest occupied orbital energy (alpha / beta): -0.2272 / -0.3294 Eh
relative energy (zero: lowest compared OMol25 entry of this formula, charge and spin): 18.3 kJ/mol
lowest unoccupied orbital energy (alpha / beta): 0.37 / -2.15 eV
M: 156.12 g mol⁻¹

Entry 5:
C7H9O7PZn as an isolated structure in a non-equilibrium geometry. Source: the Open Molecules 2025 dataset; level of theory: wB97M-V/def2-TZVPD.

The geometry in XYZ format:
```
25
Properties=species:S:1:pos:R:3
O -0.272 -3.181 -1.971
C 0.099 -2.125 -2.203
Zn 1.701 -0.214 -1.645
O -3.751 0.398 -4.401
C -2.725 0.402 -3.887
C 2.540 0.210 -3.285
O 3.368 0.377 -4.077
C 0.457 1.930 -1.914
O 0.057 2.996 -1.885
C 1.017 -1.876 1.014
O 0.895 -0.594 0.356
P 1.298 0.953 1.036
O 1.130 0.643 2.635
C -0.140 0.327 3.255
O -0.161 1.637 0.653
C -1.519 1.073 0.588
H 1.606 -2.503 0.375
H -0.022 -2.244 1.172
H 1.500 -1.821 2.012
H -0.769 -0.474 2.837
H 0.204 -0.043 4.229
H -0.724 1.257 3.383
H -1.604 -0.014 0.473
H -2.113 1.345 1.486
H -2.073 1.539 -0.238
```

Values from the calculation:
total energy: -79424.456 eV
charge: +2
HOMO-LUMO gap: 7.24 eV
highest occupied orbital energy: -0.6467 Eh
relative energy (zero: lowest compared OMol25 entry of this formula, charge and spin): 45.6 kJ/mol
lowest unoccupied orbital energy: -10.36 eV
M: 301.51 g mol⁻¹

Entry 6:
C7HF5O6RuS2 as an isolated structure in a non-equilibrium geometry. Source: the Open Molecules 2025 dataset; level of theory: wB97M-V/def2-TZVPD.

The geometry in XYZ format:
```
22
Properties=species:S:1:pos:R:3
Ru -0.093 -2.044 0.537
O 1.621 -1.671 1.539
S 1.654 -3.203 1.668
O 2.614 -3.728 2.558
O 1.696 -3.631 0.244
O 0.177 -3.412 2.020
F -0.259 4.652 0.186
C -0.005 3.398 -0.115
C -0.479 2.379 0.706
F -1.161 2.666 1.804
C -0.224 1.071 0.363
F -0.622 0.097 1.199
C 0.460 0.729 -0.799
S 0.620 -0.906 -1.328
C 0.976 1.772 -1.578
F 1.688 1.496 -2.659
C 0.746 3.092 -1.244
F 1.230 4.069 -1.999
O -2.297 -0.626 -1.296
C -2.671 -1.679 -0.794
O -1.992 -2.461 -0.001
H -3.680 -2.057 -1.012
```

Values from the calculation:
total energy: -57395.731 eV
charge: 0
HOMO-LUMO gap (alpha / beta): 6.01 / 6.21 eV
highest occupied orbital energy (alpha / beta): -0.3745 / -0.3789 Eh
relative energy (zero: lowest compared OMol25 entry of this formula, charge and spin): 113.8 kJ/mol
lowest unoccupied orbital energy (alpha / beta): -4.18 / -4.10 eV
M: 441.27 g mol⁻¹

Entry 7:
C7HF9N2O10PtS2 as an isolated structure in a non-equilibrium geometry. Source: the Open Molecules 2025 dataset; level of theory: wB97M-V/def2-TZVPD.

The geometry in XYZ format:
```
32
Properties=species:S:1:pos:R:3
O -2.766 1.098 3.953
N -1.734 0.840 3.649
O -1.798 -0.141 2.337
C -0.763 -0.057 1.490
N -0.967 -1.161 0.503
C -0.215 -2.306 0.711
O 0.626 -2.514 -0.178
F -0.305 -3.041 1.752
C -2.236 -1.695 0.131
O -2.265 -2.835 -0.111
F -3.174 -0.831 0.036
O 0.475 -0.426 2.100
S 1.557 0.793 2.227
O 2.807 0.286 1.832
O 1.307 1.461 3.438
O 0.910 1.607 1.007
C -0.458 1.342 0.864
S -1.017 1.803 -0.817
O -0.563 3.133 -1.016
O -2.395 1.462 -0.854
C -0.215 0.793 -2.213
F -0.813 1.341 -3.276
F -0.610 -0.506 -2.105
C 1.343 0.842 -2.467
F 1.518 0.820 -3.805
F 1.870 1.952 -1.944
C 2.189 -0.344 -1.924
F 2.041 -0.432 -0.598
F 1.796 -1.562 -2.463
F 3.461 -0.167 -2.216
H -1.025 2.080 1.439
Pt 1.420 -3.635 -1.483
```

Values from the calculation:
total energy: -80073.866 eV
charge: +2
HOMO-LUMO gap: 3.89 eV
highest occupied orbital energy: -0.6523 Eh
lowest unoccupied orbital energy: -13.86 eV
M: 703.28 g mol⁻¹

Entry 8:
A 12-piece molecular cluster, C80H170N10O12 overall in a non-equilibrium geometry. Source: the Open Molecules 2025 dataset; level of theory: wB97M-V/def2-TZVPD.

The geometry in XYZ format:
```
272
Properties=species:S:1:pos:R:3
C 3.154 4.517 3.307
O 2.686 4.389 2.190
N 4.472 4.609 3.563
C 4.974 4.755 4.921
C 5.399 4.848 2.442
H 2.538 4.471 4.261
H 4.153 4.703 5.638
H 5.495 5.638 5.042
H 5.626 3.926 5.124
H 5.052 5.519 1.693
H 6.367 5.152 2.947
H 5.513 3.882 1.882
C -4.484 -0.731 0.886
O -3.335 -1.183 0.681
N -4.822 0.325 1.644
C -6.182 0.772 1.637
C -3.840 1.181 2.301
H -5.255 -1.169 0.280
H -6.730 0.008 1.060
H -6.258 1.739 1.117
H -6.609 0.830 2.626
H -3.622 2.044 1.666
H -4.161 1.340 3.282
H -2.869 0.640 2.317
C -2.106 -5.330 2.627
O -2.864 -5.779 3.488
N -1.015 -5.903 2.205
C -0.464 -6.940 3.164
C 0.078 -5.180 1.534
H -2.352 -4.446 1.979
H -1.288 -7.625 3.316
H -0.058 -6.479 4.065
H 0.314 -7.437 2.578
H 0.968 -5.115 2.152
H 0.322 -5.759 0.638
H -0.150 -4.153 1.292
C 5.062 -2.587 -3.554
C 4.408 -3.442 -2.454
C 5.248 -3.033 -1.313
O 6.583 -2.948 -1.736
C 6.536 -2.697 -3.185
H 4.774 -1.534 -3.434
H 4.794 -2.942 -4.485
H 4.439 -4.496 -2.681
H 3.370 -3.229 -2.325
H 5.241 -3.714 -0.424
H 4.870 -2.060 -0.892
H 7.013 -3.515 -3.729
H 7.027 -1.780 -3.490
C 3.901 4.787 -2.684
C 2.828 5.530 -3.499
C 2.745 4.621 -4.721
O 4.046 4.078 -4.997
C 4.419 3.714 -3.647
H 3.395 4.356 -1.836
H 4.687 5.448 -2.332
H 3.205 6.564 -3.694
H 1.808 5.706 -3.029
H 2.463 5.193 -5.620
H 2.091 3.811 -4.576
H 5.460 3.558 -3.588
H 3.971 2.740 -3.422
C 1.741 -6.438 -5.030
C 0.273 -6.729 -4.864
C -0.255 -6.665 -3.485
C -0.378 -5.270 -2.879
C -1.191 -4.358 -3.821
C -0.793 -4.401 -5.275
N -0.652 -5.799 -5.634
O -0.136 -5.808 -6.978
C -1.906 -3.785 -6.102
C 0.512 -3.599 -5.431
C 0.082 -8.141 -5.465
H 2.410 -7.206 -4.693
H 2.108 -5.518 -4.505
H 2.083 -6.290 -6.045
H -1.222 -7.142 -3.308
H 0.419 -7.262 -2.928
H 0.685 -4.913 -2.698
H -0.861 -5.470 -1.917
H -1.174 -3.376 -3.439
H -2.177 -4.802 -3.704
H -2.771 -4.487 -5.899
H -2.268 -2.840 -5.785
H -1.810 -3.664 -7.207
H 0.309 -2.564 -5.470
H 1.176 -3.790 -4.599
H 1.092 -3.806 -6.376
H -0.940 -8.375 -5.350
H 0.700 -8.734 -4.755
H 0.430 -8.284 -6.471
H -0.853 -6.045 -7.616
C 1.912 0.511 8.294
C 0.896 0.159 7.127
C 0.504 -1.309 7.293
C -0.807 -1.597 6.636
C -1.927 -0.695 7.198
C -1.527 0.750 6.889
N -0.284 0.962 7.514
O 0.154 2.320 7.266
C -1.509 0.992 5.328
C -2.561 1.718 7.609
C 1.515 0.325 5.682
H 2.551 -0.345 8.495
H 1.380 0.808 9.190
H 2.621 1.230 7.908
H 1.328 -1.934 7.024
H 0.467 -1.447 8.393
H -1.072 -2.615 6.967
H -0.829 -1.563 5.575
H -1.961 -0.760 8.315
H -2.856 -0.930 6.751
H -1.124 1.955 4.979
H -0.923 0.253 4.839
H -2.638 0.935 5.063
H -3.488 1.657 7.079
H -2.703 1.468 8.647
H -2.140 2.700 7.601
H 1.420 1.392 5.269
H 0.940 -0.426 5.043
H 2.602 0.094 5.741
H 0.257 2.685 8.178
C -5.413 -3.579 -4.174
C -5.856 -2.971 -2.821
C -7.303 -3.363 -2.539
C -7.363 -4.844 -2.017
C -6.402 -5.124 -0.868
C -4.941 -4.784 -1.242
N -4.946 -3.328 -1.657
O -3.525 -3.040 -1.976
C -4.072 -4.930 0.014
C -4.503 -5.832 -2.291
C -5.771 -1.427 -2.962
H -4.308 -3.495 -4.195
H -5.808 -3.077 -5.059
H -5.629 -4.655 -4.384
H -7.803 -2.738 -1.733
H -7.802 -3.050 -3.495
H -7.255 -5.460 -2.883
H -8.392 -5.069 -1.771
H -6.561 -6.202 -0.609
H -6.681 -4.538 -0.004
H -2.998 -4.754 -0.120
H -4.439 -4.091 0.638
H -4.082 -5.922 0.450
H -3.467 -5.562 -2.623
H -4.390 -6.840 -1.786
H -5.268 -6.034 -3.048
H -6.303 -0.914 -2.150
H -6.288 -1.271 -3.913
H -4.787 -1.010 -3.074
H -3.171 -2.772 -1.150
C 7.647 -1.606 3.309
C 6.521 -1.373 2.286
C 5.557 -0.318 2.808
C 6.050 1.112 2.593
C 6.504 1.347 1.171
C 7.404 0.253 0.571
N 6.858 -1.087 0.846
O 7.862 -2.021 0.473
C 7.335 0.480 -0.973
C 8.868 0.592 1.063
C 5.737 -2.668 2.252
H 8.313 -2.319 2.878
H 7.312 -2.158 4.216
H 8.053 -0.636 3.598
H 4.586 -0.507 2.410
H 5.407 -0.451 3.935
H 6.908 1.388 3.258
H 5.192 1.809 2.783
H 7.158 2.217 1.319
H 5.773 1.722 0.468
H 8.220 0.089 -1.407
H 6.387 0.126 -1.374
H 7.487 1.567 -1.067
H 9.202 1.430 0.413
H 8.834 0.744 2.113
H 9.482 -0.293 0.903
H 4.941 -2.613 1.510
H 5.476 -2.891 3.241
H 6.360 -3.441 1.784
H 7.563 -2.288 -0.401
C -2.156 5.237 1.454
C -2.189 6.726 1.706
C -2.131 7.472 0.397
C -3.366 7.416 -0.483
C -4.599 7.837 0.264
C -4.807 7.130 1.656
N -3.490 7.152 2.377
O -3.625 6.556 3.663
C -5.771 7.921 2.514
C -5.461 5.709 1.392
C -1.043 7.182 2.642
H -2.547 4.553 2.258
H -1.098 4.854 1.450
H -2.667 4.927 0.566
H -1.915 8.552 0.606
H -1.320 7.080 -0.105
H -3.442 6.352 -0.820
H -3.226 7.937 -1.407
H -5.524 7.789 -0.290
H -4.470 8.866 0.524
H -5.308 8.817 2.926
H -6.687 8.229 2.001
H -6.101 7.348 3.420
H -5.215 5.089 2.233
H -6.472 5.728 1.290
H -5.063 5.276 0.498
H -0.824 6.578 3.462
H -1.296 8.152 3.045
H -0.121 7.169 2.005
H -3.813 5.637 3.535
C -2.578 4.708 -3.033
C -2.079 3.295 -2.911
C -3.001 2.539 -1.916
C -2.885 1.033 -1.998
C -2.963 0.502 -3.447
C -1.988 1.203 -4.409
N -2.095 2.645 -4.248
O -1.285 3.380 -5.092
C -0.553 0.647 -4.248
C -2.443 0.837 -5.824
C -0.650 3.422 -2.230
H -1.752 5.314 -3.418
H -2.691 5.201 -2.029
H -3.484 4.738 -3.710
H -2.701 2.846 -0.899
H -4.045 2.800 -2.057
H -3.608 0.525 -1.410
H -1.943 0.767 -1.559
H -3.993 0.712 -3.689
H -2.808 -0.586 -3.456
H -0.173 0.826 -3.271
H -0.520 -0.462 -4.423
H 0.096 1.265 -4.966
H -3.235 1.521 -6.098
H -1.706 1.050 -6.635
H -2.818 -0.145 -5.986
H -0.803 4.073 -1.409
H 0.096 3.751 -2.936
H -0.189 2.592 -1.731
H -0.348 3.478 -4.688
C 0.014 -1.849 -1.268
C 0.989 -0.939 -0.453
C 2.114 -0.452 -1.403
C 2.916 0.610 -0.767
C 2.039 1.771 -0.224
C 0.931 1.313 0.698
N 0.149 0.193 0.044
O -0.759 -0.304 0.999
C 1.479 0.989 2.179
C -0.143 2.355 0.936
C 1.538 -1.724 0.740
H 0.428 -2.801 -1.377
H -0.933 -1.904 -0.676
H -0.078 -1.355 -2.265
H 2.678 -1.409 -1.625
H 1.761 -0.135 -2.421
H 3.593 0.185 -0.015
H 3.570 1.129 -1.503
H 1.588 2.189 -1.141
H 2.650 2.525 0.304
H 2.515 0.663 2.014
H 0.791 0.261 2.630
H 1.557 1.859 2.822
H 0.231 3.352 0.616
H -0.429 2.470 1.951
H -1.051 2.106 0.386
H 1.889 -2.691 0.446
H 2.350 -1.237 1.231
H 0.828 -1.849 1.483
H -1.648 -0.521 0.700
```

Values from the calculation:
total energy: -125175.363 eV
charge: 0
HOMO-LUMO gap: 8.61 eV
highest occupied orbital energy: -0.3044 Eh
structure (SMILES): CC1(C)CCCC(C)(C)N1O.CC1(C)CCCC(C)(C)N1O.CC1(C)CCCC(C)(C)N1O.CC1(C)CCCC(C)(C)N1O.CC1(C)CCCC(C)(C)N1O.CC1(C)CCCC(C)(C)N1O.CC1(C)CCCC(C)(C)N1O.CN(C)C=O.CN(C)C=O.CN(C)C=O.C1CCOC1.C1CCOC1
lowest unoccupied orbital energy: 0.32 eV
M: 1464.30 g mol⁻¹

Which of these has the lowest total energy?
C80H170N10O12